A structure of composition C2F6NO4S2Yb in a non-equilibrium geometry. Source: OMol25; level of theory: the ωB97M-V functional and the def2-TZVPD basis.

Energy relative to the best compared isomer or geometry (same formula, charge and spin): 0.0 kcal per mole
Charge: -1
Orbital gap: 5.81 eV
E_LUMO: 1.4 eV

Geometry as XYZ:
```
16
C2F6NO4S2Yb (the ωB97M-V functional and the def2-TZVPD basis)
O 2.45 -0.18 6.73
Yb 4.05 -0.66 5.15
N 3.25 0.99 3.41
S 0.91 0.38 6.15
O -0.21 -0.50 6.62
C 0.68 1.90 7.23
F -0.47 2.48 6.92
F 1.66 2.78 7.02
F 0.67 1.57 8.51
S 3.59 0.04 2.28
O 4.08 -1.29 2.88
O 4.40 0.47 1.13
C 2.04 -0.56 1.44
F 1.20 -1.09 2.33
F 1.42 0.47 0.85
F 2.30 -1.48 0.52
```